1.
{
  "formula": "C16H37O14P2",
  "method": "wB97M-V/def2-TZVPD",
  "elements": ["C", "C", "O", "O", "H", "H", "H", "C", "O", "P", "O", "O", "C", "O", "C", "H", "H", "H", "H", "H", "H", "H", "H", "H", "C", "O", "P", "O", "O", "C", "O", "C", "H", "H", "H", "H", "H", "H", "H", "H", "H", "O", "C", "O", "C", "C", "C", "H", "H", "H", "H", "H", "H", "H", "H", "O", "C", "O", "C", "C", "C", "H", "H", "H", "H", "H", "H", "H", "H"],
  "xyz": [[0.49684, -10.16009, -20.52065], [0.23285, -11.11140, -21.65458], [1.12528, -11.57700, -22.32605], [-0.94655, -11.26852, -21.97248], [0.19784, -10.45980, -19.51621], [-0.02377, -9.20897, -20.63207], [1.55493, -9.90972, -20.44416], [0.50494, -8.25566, -26.01957], [-0.79288, -8.71244, -25.87576], [-1.26817, -9.22423, -24.37865], [-0.65175, -10.52353, -23.98932], [-0.92424, -7.97315, -23.33868], [-1.31241, -8.01889, -21.93201], [-2.88632, -9.31199, -24.37828], [-3.64786, -8.13298, -24.65444], [0.48579, -7.47789, -26.78299], [0.99926, -9.14340, -26.41410], [1.01473, -7.97779, -25.09707], [-1.69530, -7.13255, -21.42617], [-0.30783, -8.23358, -21.56756], [-1.83894, -8.94850, -21.71598], [-3.93010, -8.05919, -25.70467], [-3.22296, -7.14176, -24.49615], [-4.53610, -8.21293, -24.02777], [-5.98475, -12.14048, -22.62288], [-4.70082, -12.59339, -23.13271], [-3.68142, -11.59603, -23.83650], [-2.29700, -12.11159, -23.88368], [-4.34347, -11.24641, -25.30932], [-3.56357, -10.94482, -26.42813], [-3.86803, -10.19387, -23.03205], [-3.46348, -10.15082, -21.75175], [-6.28613, -11.12338, -22.87344], [-6.02794, -12.31035, -21.54707], [-6.74033, -12.61941, -23.24565], [-3.75912, -9.92888, -26.77127], [-3.85249, -11.60297, -27.24755], [-2.48308, -10.90819, -26.28922], [-4.22549, -10.34195, -20.99616], [-3.01488, -9.17815, -21.54987], [-2.64185, -10.85141, -21.60276], [1.93479, -7.48786, -18.41193], [0.94826, -7.76175, -19.10145], [-0.04122, -8.50336, -18.69127], [0.02580, -9.24852, -17.49265], [-0.70512, -8.42901, -16.47349], [0.78945, -7.04944, -20.45909], [1.06215, -9.46404, -17.23261], [-0.54356, -10.16654, -17.63811], [-0.31768, -8.71393, -15.49531], [-1.77278, -8.64715, -16.49833], [-0.41488, -7.38785, -16.61437], [-0.22995, -7.23833, -20.79564], [1.43157, -7.42701, -21.25484], [1.05751, -6.01115, -20.26366], [3.68045, -7.83580, -21.26935], [4.44325, -8.57925, -21.89330], [4.01744, -9.67054, -22.63366], [2.68653, -10.07314, -22.79324], [1.90251, -9.25121, -23.89218], [5.95065, -8.36933, -21.80976], [2.01527, -10.11138, -21.93532], [2.58685, -11.08246, -23.19252], [0.99787, -9.76854, -24.21168], [2.51892, -9.08412, -24.77549], [1.56018, -8.26135, -23.59038], [6.40709, -8.78260, -20.91033], [6.23094, -7.31659, -21.84537], [6.54500, -8.84043, -22.59266]],
  "atomic_forces_ev_per_a": [[0.7, 0.4, 0.9], [-2.3, -0.1, 0.1], [1.2, -3.2, 0.1], [-1.8, -0.4, 3.0], [-0.1, -0.9, -0.6], [0.3, -1.5, -0.1], [0.1, 0.0, 0.4], [1.3, -0.3, -1.3], [-3.3, 0.3, 2.5], [1.2, -1.4, 0.9], [-1.0, 4.0, -3.0], [-1.6, 0.2, -2.1], [1.8, -2.6, -1.6], [5.0, 4.9, -4.8], [-0.7, 0.2, -0.3], [0.2, 0.2, 0.1], [0.8, 0.4, -0.2], [-0.7, 0.6, -0.8], [-0.6, 0.3, -1.1], [-1.7, -0.2, -0.8], [1.1, 1.0, -0.4], [-0.2, -0.6, -0.1], [0.9, -0.3, 0.6], [0.0, 0.0, -0.1], [-0.1, -0.1, -1.3], [-1.0, 0.8, 0.2], [2.0, 0.0, -0.7], [-3.4, -0.6, -0.6], [-0.4, -0.6, 2.3], [0.5, 0.7, -1.1], [-5.0, -4.0, 0.6], [0.6, -0.6, 3.2], [1.0, 0.6, 0.4], [-0.2, -0.2, -0.3], [-0.1, -1.0, 0.7], [-0.5, 0.1, 0.1], [0.2, -0.2, 0.1], [0.0, -0.8, 0.4], [-0.6, 0.0, 0.0], [-1.9, -0.6, 0.2], [0.1, -0.1, 0.4], [-1.3, -0.9, -0.3], [3.5, 2.5, 0.2], [-1.4, -0.1, -0.5], [-0.1, 0.2, 0.3], [0.7, -0.2, 1.1], [-0.4, 0.0, 1.7], [-0.1, 0.1, -0.1], [0.3, -0.1, -0.4], [-0.2, 0.0, 0.3], [0.0, 0.5, -0.1], [-0.5, 0.1, 0.1], [1.6, 2.1, 1.5], [0.3, -0.2, 0.4], [-0.1, 0.0, -0.1], [1.3, -1.3, -1.4], [-2.3, -0.2, 0.5], [3.2, 2.0, 1.0], [-2.3, 1.6, -2.0], [1.6, -0.2, 1.0], [0.6, -0.4, -0.7], [2.1, 0.8, -0.2], [1.6, 0.3, 0.2], [0.9, -0.4, 0.5], [0.4, -0.2, 0.1], [0.4, 0.1, 0.7], [-0.6, 0.0, 0.3], [-0.5, 0.1, 0.2], [-0.5, -0.2, -0.4]],
  "molar_mass_g_mol": 515.41,
  "e_homo_ha": -0.1392,
  "total_charge": -1
}

***

2.
{
  "formula": "C16H38ClO3PtSSiYb",
  "method": "wB97M-V/def2-TZVPD",
  "elements": ["Yb", "Cl", "C", "H", "H", "H", "Pt", "C", "C", "C", "H", "H", "H", "H", "H", "H", "H", "H", "C", "C", "C", "C", "O", "Si", "S", "O", "C", "C", "C", "C", "O", "C", "C", "C", "C", "H", "H", "H", "H", "H", "H", "H", "H", "H", "H", "H", "H", "H", "H", "H", "H", "H", "H", "H", "H", "H", "H", "H", "H", "H", "H", "H"],
  "xyz": [[1.07758, 0.66551, -1.32914], [1.39010, 1.39951, -3.81624], [2.24075, -1.36467, -1.61855], [2.21430, -2.09258, -0.79823], [3.28924, -1.18286, -1.90998], [1.71455, -1.79001, -2.48975], [3.72507, 2.10357, -2.92603], [3.38438, 4.07558, -3.42200], [4.70000, 1.42233, -4.60860], [4.30701, 1.58186, -1.19663], [5.56293, 0.83364, -4.26459], [3.98290, 0.82020, -5.18175], [5.01174, 2.32297, -5.15551], [3.60354, 4.67250, -2.52453], [4.07911, 4.30004, -4.24081], [2.33530, 4.16209, -3.73777], [4.44145, 0.51802, -0.91754], [4.39621, 2.32436, -0.37665], [-4.19491, 1.26379, -0.11698], [-3.22336, 1.52829, 1.03005], [-2.35335, 2.73972, 0.70656], [-4.01948, 1.76682, 2.31640], [-2.41341, 0.36099, 1.27421], [-1.28856, -0.38759, 0.33328], [-1.38601, -0.06927, -1.65163], [0.24275, 0.16262, 0.78674], [0.77323, 0.04218, 2.20518], [2.16332, 0.67039, 2.18263], [-0.15916, 0.78809, 3.14536], [0.85824, -1.42637, 2.58892], [-1.42804, -1.92327, 0.90122], [-1.59139, -3.22386, 0.30227], [-0.27294, -3.71637, -0.28215], [-2.03773, -4.16107, 1.42504], [-2.66568, -3.17824, -0.77984], [-4.86271, 2.13266, -0.22279], [-4.80309, 0.37843, 0.10487], [-3.66206, 1.10887, -1.06658], [-3.00204, 3.62154, 0.57951], [-1.65581, 2.93795, 1.53066], [-1.79563, 2.58526, -0.23069], [-4.69480, 2.62531, 2.18504], [-4.62142, 0.87877, 2.55609], [-3.34388, 1.97364, 3.15777], [2.12082, 1.72619, 1.88136], [2.61660, 0.63400, 3.18463], [2.83343, 0.13676, 1.49594], [-1.16173, 0.34312, 3.14797], [0.23058, 0.73881, 4.17516], [-0.23032, 1.84779, 2.86304], [-0.13127, -1.88965, 2.62460], [1.49351, -1.98405, 1.88686], [1.30472, -1.50972, 3.59515], [0.50696, -3.73247, 0.49531], [-0.40839, -4.74519, -0.65546], [0.06059, -3.08722, -1.11382], [-2.98471, -3.81742, 1.85563], [-2.18330, -5.17853, 1.03296], [-1.28147, -4.20520, 2.22278], [-3.61751, -2.85139, -0.34525], [-2.38836, -2.49067, -1.59262], [-2.79838, -4.18644, -1.20107]],
  "atomic_forces_ev_per_a": [[2.3, 0.1, -1.1], [-1.6, -0.5, -0.4], [-0.2, 0.3, 0.0], [0.0, 0.0, -0.1], [-0.3, 0.0, 0.1], [0.2, -0.2, 0.1], [-0.2, -1.8, 1.1], [0.2, 0.4, -0.5], [0.1, 1.1, 0.0], [-0.9, 0.1, 1.7], [-0.2, 0.2, -0.3], [0.2, 0.1, 0.1], [0.3, -0.5, -0.4], [-0.1, 0.0, -0.4], [-0.2, 0.5, 0.0], [0.3, 0.2, 0.1], [0.0, 0.5, 0.3], [1.0, -0.6, -0.4], [-0.1, 0.1, -0.2], [-0.1, -0.1, 0.1], [-0.1, 0.2, 0.1], [0.1, 0.0, 0.0], [-0.1, 0.3, -0.5], [-1.1, -0.6, 1.3], [-0.1, 0.2, -1.0], [0.4, 0.1, 0.9], [0.1, 0.1, -0.4], [0.1, 0.1, -0.1], [0.0, 0.1, 0.3], [0.2, -0.3, 0.3], [-0.1, -0.3, -0.5], [0.0, 0.2, 0.1], [0.2, -0.2, 0.0], [0.0, 0.0, 0.2], [-0.1, -0.1, -0.2], [0.1, -0.2, 0.0], [0.1, 0.1, -0.1], [-0.2, 0.1, 0.3], [0.3, -0.2, 0.0], [-0.1, 0.0, -0.2], [-0.1, 0.1, 0.3], [0.2, -0.2, 0.1], [0.2, 0.2, 0.0], [-0.2, -0.1, -0.2], [0.0, -0.2, 0.0], [-0.2, 0.0, -0.2], [-0.1, 0.1, 0.0], [0.3, 0.2, 0.0], [0.0, 0.0, -0.4], [0.0, -0.3, 0.1], [0.3, 0.1, 0.0], [-0.2, 0.1, 0.1], [-0.1, 0.1, -0.4], [-0.2, 0.0, -0.3], [0.1, 0.3, 0.1], [0.0, 0.0, 0.2], [0.2, 0.0, 0.0], [0.1, 0.2, 0.1], [-0.2, 0.1, -0.2], [0.1, 0.0, -0.1], [-0.1, -0.3, 0.3], [0.0, 0.2, 0.1]],
  "molar_mass_g_mol": 742.20,
  "e_homo_ha": [0.0936, -0.0309],
  "s2": 3.775,
  "multiplicity": 4,
  "total_charge": -2
}

***

3.
{
  "formula": "C16H38ClO8Si2TeV",
  "method": "wB97M-V/def2-TZVPD",
  "elements": ["V", "C", "C", "O", "C", "C", "O", "C", "C", "O", "C", "C", "O", "H", "H", "H", "H", "H", "H", "H", "H", "H", "H", "H", "H", "H", "H", "H", "H", "O", "Cl", "O", "O", "O", "C", "Si", "C", "C", "C", "Te", "C", "Si", "C", "C", "C", "H", "H", "H", "H", "H", "H", "H", "H", "H", "H", "H", "H", "H", "H", "H", "H", "H", "H", "H", "H", "H", "H"],
  "xyz": [[1.52986, 0.19859, -0.23555], [0.37107, 3.70668, -0.09432], [1.13140, 3.13997, -1.28720], [2.10588, 2.18103, -0.86794], [3.29022, 2.73133, -0.29403], [4.32818, 1.61744, -0.24258], [3.75376, 0.38820, 0.18756], [3.88779, 0.00651, 1.55098], [3.08525, 0.90588, 2.47113], [1.80782, 1.15619, 1.88040], [1.17507, 2.24901, 2.54473], [-0.19694, 2.54885, 1.97604], [-0.22297, 2.60584, 0.56812], [-0.40763, 4.38406, -0.45188], [1.03624, 4.26502, 0.57144], [1.60843, 3.94298, -1.85227], [0.43868, 2.59908, -1.93170], [3.08918, 3.13674, 0.70097], [3.66638, 3.54375, -0.92035], [5.16350, 1.90428, 0.39896], [4.69669, 1.42838, -1.25065], [4.93692, 0.01874, 1.85716], [3.51756, -1.01726, 1.59719], [3.60727, 1.85845, 2.61715], [2.95648, 0.42671, 3.44530], [1.82019, 3.13265, 2.46510], [1.06050, 2.02102, 3.60895], [-0.55605, 3.48232, 2.41951], [-0.88234, 1.74342, 2.23949], [1.45233, -1.81181, -0.11670], [1.98184, -1.82130, -1.48835], [3.39050, -1.76908, -1.44036], [1.49501, -2.95493, -2.16500], [1.45645, -0.60757, -2.11657], [-4.30261, -0.33364, -2.39344], [-2.75253, -1.05735, -3.19837], [-3.23677, -2.46587, -4.34782], [-1.82973, 0.28180, -4.16822], [-1.58279, -1.69591, -1.82781], [-1.05627, 0.00842, -0.63671], [-2.19468, -0.68074, 1.05458], [-1.51491, -2.07972, 2.16516], [-2.91384, -2.41551, 3.38881], [-0.02296, -1.40760, 3.11337], [-1.12548, -3.66329, 1.22998], [-4.95714, 0.10616, -3.14819], [-4.05601, 0.44356, -1.66824], [-4.87673, -1.11023, -1.88224], [-3.87217, -2.08647, -5.15111], [-3.79913, -3.23670, -3.81766], [-2.36667, -2.93964, -4.80522], [-2.44343, 0.67452, -4.98039], [-0.91187, -0.11930, -4.60547], [-1.56268, 1.11789, -3.52036], [-0.69308, -2.14751, -2.25798], [-2.05766, -2.43308, -1.18419], [-3.14619, -0.97656, 0.60861], [-2.40028, 0.19273, 1.67640], [-3.17596, -1.52551, 3.96451], [-2.62884, -3.19554, 4.09845], [-3.81464, -2.75550, 2.87398], [-0.29930, -0.55103, 3.73274], [0.76102, -1.10470, 2.42188], [0.39136, -2.17450, 3.77091], [-2.00328, -4.05074, 0.70983], [-0.80301, -4.43097, 1.93710], [-0.32626, -3.52867, 0.50243]],
  "atomic_forces_ev_per_a": [[0.1, 2.7, 2.1], [0.1, -0.2, 0.0], [-0.4, 0.3, 0.2], [0.1, -0.2, -0.2], [0.3, 0.0, 0.2], [0.0, 0.1, -0.2], [-0.6, 0.0, 0.0], [0.0, 0.0, 0.3], [0.2, 0.0, -0.1], [0.0, -0.2, -0.2], [-0.2, 0.3, 0.0], [0.1, -0.1, -0.1], [0.0, -0.1, -0.1], [0.0, 0.1, 0.0], [0.0, 0.0, 0.0], [0.1, -0.1, -0.1], [0.1, 0.0, 0.0], [-0.1, 0.0, 0.0], [0.0, 0.0, 0.0], [0.0, 0.0, 0.0], [0.1, 0.0, 0.0], [0.0, 0.0, 0.0], [0.1, 0.0, -0.1], [-0.1, 0.0, 0.0], [0.0, 0.0, 0.0], [0.1, -0.1, 0.0], [0.1, 0.0, 0.0], [0.0, 0.0, 0.1], [0.0, 0.1, 0.0], [0.3, -0.1, 0.9], [1.2, -2.9, -2.1], [0.3, -0.1, 0.0], [-0.1, -0.1, -0.1], [-0.2, 0.5, -0.5], [0.3, -0.2, -0.1], [-0.1, 0.0, -0.2], [0.1, 0.2, 0.2], [-0.1, -0.3, 0.2], [-0.2, 0.3, -0.4], [-1.7, 0.0, 0.0], [0.3, -0.2, 0.1], [-0.4, 0.1, 0.2], [0.2, 0.0, -0.2], [-0.2, -0.2, -0.2], [0.1, 0.3, 0.1], [0.0, 0.0, 0.0], [0.0, 0.0, 0.0], [0.0, 0.0, 0.0], [0.0, 0.0, 0.0], [0.0, 0.0, 0.0], [0.0, 0.0, 0.0], [0.0, 0.0, 0.0], [0.0, 0.0, 0.0], [0.0, 0.1, 0.0], [0.0, 0.0, 0.0], [0.0, 0.0, 0.1], [0.0, 0.0, 0.0], [0.0, 0.0, 0.0], [0.0, 0.0, 0.0], [0.0, 0.0, 0.0], [0.0, 0.0, 0.0], [0.0, 0.0, 0.0], [0.1, 0.1, 0.0], [0.0, 0.0, 0.0], [0.0, 0.0, 0.0], [0.0, 0.0, 0.0], [0.0, 0.0, -0.1]],
  "molar_mass_g_mol": 628.64,
  "e_homo_ha": [-0.3898, -0.3748],
  "s2": 0.755,
  "de_lowest_kj_mol": 168.67,
  "multiplicity": 2,
  "total_charge": 1
}